Record 1
The following is a quantum chemistry calculation of a cluster of 8 separate species, C21H56F2N8O11S2 in total in a non-equilibrium geometry, from the OMol25 dataset.

Positions of all 100 atoms, in Å:
N -4.254 11.718 3.536
S -3.919 11.313 2.098
O -2.527 11.296 1.721
O -4.913 11.476 1.030
F -4.110 9.749 2.534
S -4.289 13.328 3.166
O -5.575 13.746 2.731
O -3.083 14.031 2.858
F -4.443 13.702 4.744
C -7.895 12.126 14.410
C -7.393 11.791 12.996
O -6.929 10.783 12.545
N -7.483 12.942 11.978
H -8.260 12.786 11.351
H -7.644 13.784 12.511
C -6.231 13.089 11.121
H -7.357 12.904 14.951
H -7.790 11.263 15.068
H -8.931 12.452 14.324
H -5.296 13.341 11.620
H -6.434 13.861 10.379
H -5.983 12.124 10.679
C -9.847 10.488 4.640
C -11.261 9.924 4.760
O -11.939 9.635 3.762
N -11.754 9.603 6.196
H -11.002 9.146 6.692
H -11.844 10.346 6.874
C -13.060 8.702 6.179
H -9.719 11.492 5.045
H -9.446 10.423 3.629
H -9.116 9.861 5.150
H -13.910 9.326 5.903
H -13.332 8.519 7.219
H -12.923 7.767 5.635
C -3.955 7.096 6.859
C -3.264 8.107 7.686
O -3.389 8.307 8.876
N -2.408 9.140 6.902
H -2.972 9.332 6.086
H -2.444 10.018 7.400
C -0.976 8.666 6.723
H -3.292 6.630 6.130
H -4.727 7.670 6.348
H -4.371 6.335 7.520
H -0.866 7.648 6.349
H -0.572 8.688 7.735
H -0.423 9.312 6.042
C -5.600 16.078 -2.537
C -4.146 16.421 -2.384
O -3.261 15.617 -2.201
N -3.845 17.935 -2.377
H -3.048 18.243 -2.914
H -4.623 18.443 -2.774
C -3.468 18.475 -0.973
H -6.161 16.380 -1.653
H -5.755 15.011 -2.696
H -5.951 16.485 -3.485
H -3.588 19.555 -1.066
H -2.454 18.184 -0.699
H -4.170 18.274 -0.165
C 0.280 16.783 5.469
C 1.353 16.617 4.384
O 1.300 17.273 3.392
N 2.104 15.315 4.572
H 3.093 15.483 4.691
H 1.851 14.984 5.492
C 1.761 14.281 3.448
H 0.643 17.278 6.371
H -0.199 15.850 5.765
H -0.528 17.381 5.048
H 1.911 13.308 3.916
H 2.335 14.277 2.522
H 0.696 14.196 3.234
C -2.530 1.420 1.411
C -2.035 2.317 0.292
O -2.588 2.336 -0.794
N -0.776 3.158 0.572
H -0.898 3.279 1.567
H 0.131 2.726 0.462
C -0.835 4.469 -0.238
H -3.257 0.679 1.078
H -3.035 1.984 2.195
H -1.649 0.957 1.854
H 0.059 5.032 0.030
H -1.759 5.022 -0.069
H -0.769 4.126 -1.271
C -8.242 6.913 -1.176
C -7.195 6.099 -1.955
O -6.059 6.064 -1.563
N -7.663 5.534 -3.294
H -8.592 5.155 -3.184
H -7.759 6.324 -3.916
C -6.718 4.428 -3.816
H -8.172 7.936 -1.546
H -7.946 6.973 -0.129
H -9.260 6.556 -1.331
H -7.077 4.078 -4.784
H -6.805 3.642 -3.066
H -5.784 4.979 -3.924

Results
Lowest unoccupied orbital energy   -0.3966 Ha
Relative energy (zero: lowest compared OMol25 entry of this formula, charge and spin)   0.00 kJ/mol
Charge   +6

Record 2
The following is a quantum chemistry calculation of a structure of composition C21H56NbO8 in a non-equilibrium geometry, from the OMol25 dataset.

Positions of all 86 atoms, in Å:
C 0.630 -3.691 -1.544
C 1.670 -2.667 -0.800
O 2.493 -1.840 -1.684
C 1.727 -1.160 -2.733
Nb 0.118 0.282 -2.009
C 1.430 2.129 -2.251
C 1.348 2.963 -0.804
C -0.819 0.495 -4.092
O -1.641 -0.687 -4.401
C -3.078 -0.437 -4.199
O -3.467 -0.151 -2.809
C -4.628 -0.943 -2.376
C -5.277 -0.116 -1.075
O -6.617 -0.635 -0.748
H -0.184 -3.124 -2.170
H 1.225 -4.491 -2.184
H 0.088 -4.308 -0.679
H 1.079 -2.072 0.033
H 2.431 -3.361 -0.194
H 2.515 -0.493 -3.333
H 1.280 -1.892 -3.563
H -1.029 -1.130 -1.744
H -1.194 1.401 -1.354
H 0.711 0.142 -0.268
H 1.041 2.912 -3.062
H 2.577 1.913 -2.421
H 1.851 4.020 -0.859
H 0.188 3.006 -0.548
H 1.822 2.257 0.029
H -1.404 1.504 -4.256
H 0.098 0.536 -4.856
H -3.658 -1.405 -4.583
H -3.485 0.450 -4.886
H -5.439 -0.981 -3.223
H -4.356 -2.029 -1.981
H -4.578 -0.180 -0.126
H -5.374 1.024 -1.409
H -6.835 -1.254 -1.522
C 0.086 2.473 3.360
C -0.944 1.988 2.352
C -2.344 1.994 2.944
O -0.613 0.666 1.937
H 0.110 1.821 4.241
H 1.091 2.451 2.924
H -0.132 3.494 3.687
H -0.918 2.627 1.463
H -2.407 1.325 3.810
H -3.073 1.632 2.212
H -2.635 3.001 3.259
H -0.634 0.091 2.720
C -0.375 -6.450 2.560
C -1.042 -5.084 2.554
C -2.359 -5.107 3.314
O -1.280 -4.681 1.208
H -1.010 -7.199 2.074
H 0.566 -6.421 2.000
H -0.164 -6.781 3.582
H -0.371 -4.344 3.004
H -3.064 -5.808 2.854
H -2.834 -4.120 3.290
H -2.207 -5.398 4.358
H -1.875 -5.332 0.801
C 5.361 -1.129 -5.269
C 5.062 0.243 -5.852
C 5.987 0.565 -7.014
O 5.217 1.231 -4.836
H 6.385 -1.176 -4.883
H 4.695 -1.343 -4.426
H 5.235 -1.914 -6.022
H 4.020 0.280 -6.189
H 7.034 0.578 -6.689
H 5.769 1.561 -7.415
H 5.880 -0.168 -7.819
H 6.139 1.205 -4.531
C -1.081 5.656 6.900
C -0.229 4.420 6.661
C 0.451 3.958 7.940
O 0.762 4.712 5.679
H -0.468 6.492 7.254
H -1.554 5.984 5.968
H -1.864 5.458 7.640
H -0.855 3.612 6.264
H 1.118 4.735 8.331
H 1.070 3.076 7.750
H -0.286 3.710 8.711
H 1.322 5.428 6.022

Results
Lowest unoccupied orbital energy   0.0852 Ha
Charge   -1

Record 3
The following is a quantum chemistry calculation of a cluster of 7 separate species, C21H56O7 in total in a non-equilibrium geometry, from the OMol25 dataset.

Positions of all 84 atoms, in Å:
C 5.806 -0.767 -3.939
C 5.452 -2.237 -4.169
C 4.054 -2.555 -3.652
O 5.451 -2.497 -5.547
H 5.065 -0.100 -4.379
H 6.785 -0.561 -4.371
H 5.841 -0.680 -2.853
H 6.197 -2.868 -3.685
H 3.298 -1.974 -4.181
H 3.944 -2.281 -2.603
H 3.951 -3.637 -3.735
H 5.340 -3.441 -5.678
C -3.538 4.636 4.498
C -2.534 3.928 5.408
C -1.368 4.873 5.753
O -3.162 3.612 6.650
H -4.494 4.115 4.458
H -3.171 4.768 3.480
H -3.709 5.664 4.817
H -2.067 3.043 4.976
H -1.736 5.870 5.994
H -0.804 5.035 4.834
H -0.745 4.452 6.542
H -2.657 2.896 7.045
C -1.584 -0.034 -8.377
C -1.368 -1.536 -8.397
C -2.634 -2.325 -8.845
O -0.397 -1.756 -9.402
H -2.057 0.275 -9.309
H -0.684 0.572 -8.278
H -2.358 0.166 -7.635
H -0.947 -1.887 -7.455
H -3.013 -2.077 -9.836
H -3.466 -2.255 -8.143
H -2.492 -3.406 -8.836
H 0.359 -1.301 -9.024
C -7.075 0.045 -1.004
C -6.413 1.381 -0.515
C -7.370 2.415 -0.016
O -5.465 1.145 0.511
H -7.865 0.228 -1.732
H -7.562 -0.473 -0.177
H -6.284 -0.574 -1.427
H -5.885 1.808 -1.368
H -6.828 3.316 0.270
H -8.030 2.070 0.780
H -7.955 2.664 -0.902
H -4.796 0.516 0.232
C 3.694 2.140 7.999
C 4.232 1.672 6.690
C 3.763 2.500 5.482
O 5.627 1.765 6.768
H 2.605 2.165 8.038
H 4.041 3.153 8.203
H 4.012 1.478 8.805
H 3.866 0.664 6.495
H 4.037 3.546 5.621
H 2.675 2.486 5.422
H 4.202 2.034 4.600
H 5.809 2.702 6.658
C 2.336 -5.937 1.255
C 2.029 -4.885 2.361
C 3.158 -3.796 2.428
O 0.844 -4.193 2.008
H 1.520 -6.618 1.017
H 3.174 -6.535 1.613
H 2.668 -5.448 0.339
H 1.821 -5.266 3.361
H 4.146 -4.215 2.624
H 2.861 -3.005 3.116
H 3.268 -3.407 1.416
H 0.104 -4.705 2.341
C -0.766 0.441 -2.294
C -0.363 -0.123 -0.938
C 0.051 0.926 0.092
O -1.555 -0.856 -0.552
H -1.177 -0.327 -2.949
H 0.048 0.936 -2.825
H -1.603 1.134 -2.207
H 0.471 -0.818 -1.041
H 0.331 0.475 1.044
H -0.670 1.703 0.347
H 0.961 1.452 -0.196
H -1.245 -1.506 0.083

Results
Lowest unoccupied orbital energy   0.0097 Ha
Relative energy (zero: lowest compared OMol25 entry of this formula, charge and spin)   241.06 kJ/mol
SMILES   CC(C)O.CC(C)O.CC(C)O.CC(C)O.CC(C)O.CC(C)O.CC(C)O

Record 4
The following is a quantum chemistry calculation of a cluster of 7 separate species, C21H56O7 in total in a non-equilibrium geometry, from the OMol25 dataset.

Positions of all 84 atoms, in Å:
C -2.443 -0.464 -3.983
C -2.300 0.787 -4.783
C -1.365 1.849 -4.383
O -2.035 0.473 -6.104
H -3.238 -1.392 -4.309
H -2.748 -0.299 -2.924
H -1.542 -0.953 -3.928
H -3.192 1.119 -4.795
H -1.080 2.409 -5.120
H -0.251 1.694 -4.452
H -1.492 2.315 -3.272
H -2.405 1.286 -6.529
C -1.263 -4.846 -0.322
C -0.305 -4.745 0.832
C 1.207 -4.884 0.487
O -0.501 -3.647 1.631
H -0.924 -5.433 -1.127
H -1.400 -3.910 -0.669
H -2.241 -5.094 0.040
H -0.516 -5.544 1.589
H 1.752 -5.022 1.435
H 1.667 -4.056 -0.174
H 1.644 -5.797 -0.023
H -1.260 -3.844 2.357
C 1.505 0.041 3.481
C 1.663 -1.461 3.865
C 3.078 -1.887 4.104
O 0.881 -1.632 4.940
H 0.399 0.113 3.102
H 2.278 0.440 2.538
H 1.726 0.744 4.478
H 1.413 -2.160 3.118
H 3.588 -2.343 3.357
H 2.984 -2.764 4.616
H 3.831 -1.108 4.596
H 0.514 -2.504 4.915
C -5.269 1.824 0.541
C -4.847 2.831 1.667
C -3.548 3.449 1.365
O -5.822 3.893 1.799
H -4.469 1.260 0.482
H -5.539 2.178 -0.450
H -6.217 1.187 0.748
H -4.920 2.231 2.439
H -3.506 3.823 0.287
H -2.901 2.623 1.390
H -3.175 4.212 1.902
H -6.595 3.389 2.315
C -2.019 -0.346 1.563
C -1.218 -0.633 0.199
C -1.125 0.754 -0.634
O 0.078 -1.077 0.634
H -1.554 0.441 2.031
H -1.886 -1.288 2.228
H -2.980 0.193 1.627
H -1.832 -1.373 -0.486
H -0.635 1.570 -0.159
H -1.953 1.199 -0.904
H -0.816 0.327 -1.452
H -0.016 -1.954 0.917
C 3.507 -0.961 -1.964
C 3.282 -1.081 -0.510
C 4.590 -0.892 0.374
O 2.462 -0.049 -0.171
H 4.212 -0.088 -2.169
H 2.610 -0.845 -2.568
H 4.003 -1.955 -2.267
H 2.842 -1.980 -0.384
H 4.140 -0.578 1.346
H 5.353 -0.263 0.123
H 5.001 -1.910 0.718
H 1.691 -0.260 -0.413
C 3.094 4.598 -0.270
C 2.637 3.226 -0.702
C 1.664 3.387 -1.858
O 3.724 2.413 -1.097
H 3.665 5.093 -0.891
H 3.816 4.568 0.560
H 2.429 5.024 0.299
H 2.200 2.684 0.174
H 0.883 3.756 -1.274
H 1.557 2.456 -2.267
H 2.129 3.969 -2.676
H 3.633 1.515 -0.761

Results
Lowest unoccupied orbital energy   -0.0028 Ha
Relative energy (zero: lowest compared OMol25 entry of this formula, charge and spin)   1267.83 kJ/mol
SMILES   CC(C)O.CC(C)O.CC(C)O.CC(C)O.CC(C)O.CC(C)O.CC(C)O

Record 5
The following is a quantum chemistry calculation of a structure of composition C21H57F3HgN3O18S2Zn in a non-equilibrium geometry, from the OMol25 dataset.

Positions of all 106 atoms, in Å:
Hg -1.874 -1.498 -2.597
Zn -0.644 -0.469 2.268
S -0.172 0.383 -0.228
O 0.725 1.478 -0.483
O 0.520 -0.553 0.644
O -1.226 0.694 0.749
O -0.632 -0.255 -1.469
C -3.251 -4.165 1.130
F -2.190 -4.954 0.948
F -4.210 -4.535 0.316
F -3.665 -4.252 2.397
S -2.727 -2.332 0.786
O -3.854 -1.409 1.024
O -1.614 -2.038 1.704
O -2.328 -2.315 -0.607
C 1.731 -0.912 3.903
C 1.865 0.505 3.247
O 0.535 1.014 3.136
O 0.573 -1.639 3.429
H 1.576 -0.726 4.966
H 2.615 -1.549 3.864
H 2.155 0.402 2.202
H 2.561 1.144 3.790
H 0.536 1.962 3.288
H 0.551 -2.450 3.942
C 2.497 4.462 -0.627
C 3.368 3.532 0.155
O 2.474 2.879 1.048
O 1.741 3.780 -1.680
H 3.119 5.124 -1.229
H 1.839 5.142 -0.086
H 4.152 3.998 0.751
H 3.909 2.800 -0.445
H 1.945 2.288 0.508
H 1.240 3.112 -1.206
C 2.875 0.952 -3.016
C 3.674 0.115 -2.042
O 3.964 -1.224 -2.488
O 1.495 0.704 -3.020
H 3.281 0.754 -4.008
H 3.001 2.018 -2.827
H 3.171 0.041 -1.077
H 4.621 0.653 -2.005
H 4.443 -1.178 -3.318
H 1.063 0.851 -2.175
C 0.381 -3.553 -3.642
C 0.851 -2.313 -4.391
O 0.016 -1.180 -4.147
O -0.286 -3.277 -2.417
H 1.274 -4.112 -3.363
H -0.192 -4.158 -4.346
H 0.879 -2.394 -5.477
H 1.866 -2.040 -4.101
H 0.595 -0.480 -3.838
H 0.383 -3.168 -1.737
C -2.516 2.266 -2.408
C -3.623 1.231 -2.520
C -3.838 0.637 -3.986
O -2.707 -0.139 -4.353
C -2.639 -0.301 -5.781
N -3.314 0.186 -1.562
H -2.832 3.034 -3.114
H -1.530 1.922 -2.721
H -2.279 2.667 -1.423
H -4.525 1.710 -2.140
H -4.043 1.438 -4.696
H -4.631 -0.108 -3.929
H -2.769 0.608 -6.368
H -3.410 -0.973 -6.158
H -1.705 -0.767 -6.097
H -3.989 0.211 -0.810
H -2.471 0.427 -1.060
C -0.790 4.008 1.980
C -0.536 4.230 3.472
C -1.721 3.944 4.369
O -2.795 4.932 4.279
C -3.709 4.759 5.347
N 0.695 3.547 3.876
H -1.297 3.065 1.777
H 0.093 4.117 1.351
H -1.527 4.703 1.577
H -0.458 5.309 3.604
H -1.324 3.898 5.383
H -2.047 2.920 4.186
H -3.838 3.734 5.695
H -4.634 5.195 4.969
H -3.395 5.387 6.181
H 1.465 3.809 3.279
H 1.070 3.805 4.778
C 3.113 -3.085 1.263
C 2.166 -3.777 0.237
C 0.917 -4.385 0.833
O 1.183 -5.184 1.957
C 0.187 -6.186 2.236
N 1.736 -2.749 -0.699
H 3.134 -3.703 2.160
H 2.663 -2.136 1.557
H 4.107 -3.008 0.821
H 2.741 -4.444 -0.406
H 0.306 -4.960 0.137
H 0.295 -3.549 1.155
H -0.707 -5.805 2.729
H 0.631 -6.858 2.970
H 0.033 -6.814 1.358
H 2.538 -2.434 -1.226
H 1.331 -1.991 -0.169

Results
Lowest unoccupied orbital energy   -0.1049 Ha
Charge   +1

no.,gap between HOMO and LUMO (eV)
1,8.1
2,6.3
3,10.3
4,9.3
5,8.8